ORCA calculation (the ωB97M-V functional and the def2-TZVPD basis) on C19H42NO2P3Ru as an isolated structure.

Last column: Mulliken charge in e.
Atoms and positions in Å:
Ru (0.25, -0.45, 0.70)  0.40
P (-1.35, -1.97, 1.05)  0.91
P (1.45, -1.06, 2.52)  0.94
P (1.52, -1.65, -0.76)  1.31
H (-0.41, 5.48, -5.32)  0.35
C (-0.48, 4.57, -5.92)  -0.30
C (-1.64, 3.92, -6.10)  -0.26
H (-2.58, 4.27, -5.67)  0.37
C (-2.79, -1.08, 1.73)  -1.15
C (-1.20, -3.42, 2.15)  -1.09
C (-1.99, -2.64, -0.51)  -1.25
C (2.92, 0.03, 2.59)  -1.28
C (0.58, -0.67, 4.09)  -1.22
C (2.11, -2.74, 2.86)  -1.08
C (0.94, -1.54, -2.49)  -1.21
C (1.65, -3.46, -0.50)  -1.52
C (3.29, -1.18, -0.80)  -1.41
H (0.44, 4.22, -6.41)  0.43
H (-1.68, 3.02, -6.73)  0.40
H (-2.87, -0.11, 1.23)  0.29
H (-2.66, -0.92, 2.80)  0.25
H (-3.71, -1.65, 1.56)  0.54
H (-0.99, -3.10, 3.18)  0.35
H (-0.39, -4.09, 1.82)  0.36
H (-2.15, -3.97, 2.14)  0.52
H (-2.16, -1.82, -1.21)  0.27
H (-2.95, -3.15, -0.33)  0.55
H (-1.30, -3.35, -0.96)  0.34
H (3.52, -0.16, 3.49)  0.52
H (2.59, 1.08, 2.60)  0.34
H (3.55, -0.11, 1.70)  0.32
H (1.19, -0.95, 4.96)  0.53
H (-0.37, -1.21, 4.14)  0.37
H (0.37, 0.41, 4.13)  0.23
H (3.19, -2.68, 3.05)  0.41
H (1.93, -3.40, 1.99)  0.14
H (1.60, -3.17, 3.73)  0.47
H (1.44, -2.29, -3.12)  0.61
H (1.16, -0.54, -2.89)  0.21
H (-0.14, -1.69, -2.55)  0.27
H (1.77, -3.96, -1.47)  0.53
H (0.76, -3.88, -0.01)  0.32
H (2.53, -3.68, 0.11)  0.50
H (3.74, -1.53, -1.74)  0.50
H (3.82, -1.62, 0.05)  0.40
H (3.37, -0.08, -0.75)  0.44
C (-0.82, 1.46, -1.61)  0.21
C (0.27, 2.35, -1.42)  -0.35
C (0.88, 2.93, -2.53)  -0.69
C (0.36, 2.68, -3.80)  -0.26
C (-0.89, 2.06, -3.93)  -0.45
C (-1.52, 1.50, -2.84)  -1.02
O (-1.10, 0.51, -0.77)  -0.12
H (1.22, 0.41, -0.32)  -0.09
H (0.67, 2.49, -0.41)  0.63
H (1.76, 3.56, -2.42)  0.49
H (0.87, 3.05, -4.70)  0.67
H (-1.42, 2.07, -4.88)  0.52
H (-2.45, 0.93, -2.92)  0.51
C (-2.04, 1.80, 3.99)  -1.29
C (-1.32, 2.20, 2.73)  0.67
N (-1.59, 3.47, 2.36)  -0.35
O (-0.51, 1.52, 2.07)  -0.47
H (-1.74, 2.47, 4.81)  0.41
H (-3.13, 1.91, 3.85)  0.44
H (-1.82, 0.76, 4.27)  0.19
H (-1.17, 3.85, 1.53)  0.21
H (-2.34, 3.99, 2.81)  0.24

ΔE to the lowest compared entry with this formula, charge and spin, kcal/mol: 0.00
Gap between HOMO and LUMO (alpha / beta), eV: 8.4314 / 5.0582
Total charge: +4
Expectation value of S²: 6.05
Spin multiplicity: 5

ORCA calculation (the ωB97M-V functional and the def2-TZVPD basis) on C19H42NO2P3Tc as an isolated structure.

Last column: Mulliken charge in e.
Atoms and positions in Å:
Tc (-0.04, -0.10, 0.58)  -0.06
P (-1.50, -1.81, 0.87)  1.16
P (1.33, -0.91, 2.27)  1.30
P (1.24, -1.54, -0.72)  1.31
H (-0.78, 4.90, -3.03)  0.35
C (-0.90, 4.06, -3.71)  -0.10
C (-2.05, 3.40, -3.86)  -0.31
H (-2.96, 3.67, -3.32)  0.33
C (-3.04, -1.16, 1.62)  -1.22
C (-1.23, -3.27, 1.94)  -1.34
C (-2.13, -2.56, -0.68)  -1.34
C (2.78, 0.20, 2.49)  -1.41
C (0.51, -0.66, 3.89)  -1.27
C (2.13, -2.55, 2.58)  -1.25
C (0.92, -1.57, -2.52)  -1.08
C (1.42, -3.37, -0.57)  -1.57
C (3.00, -1.00, -0.68)  -1.47
H (-0.05, 3.81, -4.37)  0.39
H (-2.13, 2.63, -4.65)  0.35
H (-3.21, -0.12, 1.32)  0.33
H (-2.99, -1.21, 2.71)  0.36
H (-3.89, -1.76, 1.28)  0.52
H (-1.07, -2.97, 2.98)  0.36
H (-0.38, -3.88, 1.63)  0.36
H (-2.12, -3.91, 1.91)  0.55
H (-2.26, -1.78, -1.44)  0.28
H (-3.10, -3.02, -0.48)  0.58
H (-1.45, -3.32, -1.07)  0.34
H (3.32, -0.11, 3.39)  0.50
H (2.43, 1.23, 2.61)  0.40
H (3.45, 0.16, 1.63)  0.34
H (1.16, -1.11, 4.66)  0.54
H (-0.47, -1.15, 3.94)  0.33
H (0.41, 0.41, 4.10)  0.37
H (3.22, -2.42, 2.63)  0.41
H (1.90, -3.29, 1.81)  0.18
H (1.78, -2.94, 3.54)  0.49
H (1.56, -2.32, -3.00)  0.71
H (1.21, -0.61, -2.94)  -0.05
H (-0.13, -1.76, -2.74)  0.40
H (1.51, -3.76, -1.59)  0.48
H (0.54, -3.83, -0.10)  0.36
H (2.34, -3.59, -0.03)  0.62
H (3.47, -1.33, -1.62)  0.52
H (3.52, -1.46, 0.17)  0.41
H (3.08, 0.09, -0.62)  0.43
C (-0.69, 1.83, -1.69)  0.16
C (0.36, 2.81, -1.77)  -0.43
C (1.33, 2.60, -2.74)  -0.56
C (1.14, 1.65, -3.77)  -0.18
C (-0.05, 0.90, -3.84)  -0.65
C (-1.00, 1.05, -2.85)  -0.05
O (-1.25, 1.54, -0.55)  -0.86
H (0.75, 0.45, -0.87)  -0.08
H (0.31, 3.65, -1.05)  0.66
H (2.19, 3.26, -2.75)  0.52
H (1.88, 1.51, -4.57)  0.53
H (-0.21, 0.15, -4.64)  0.50
H (-1.99, 0.58, -2.85)  0.50
C (-1.27, 3.81, 1.86)  -1.17
C (-1.12, 2.38, 2.24)  0.91
N (-2.00, 1.87, 3.10)  -0.23
O (-0.18, 1.66, 1.77)  -0.87
H (-1.92, 4.35, 2.57)  0.51
H (-1.69, 3.86, 0.85)  0.19
H (-0.28, 4.29, 1.82)  0.33
H (-1.89, 0.93, 3.46)  0.10
H (-2.75, 2.45, 3.46)  0.25

ΔE to the lowest compared entry with this formula, charge and spin, kcal/mol: 46.59
Gap between HOMO and LUMO (alpha / beta), eV: 7.6023 / 4.6303
Total charge: +4
Expectation value of S²: 3.80
Spin multiplicity: 4

ORCA calculation (the ωB97M-V functional and the def2-TZVPD basis) on C19H42NO3P3V as an isolated structure.

Last column: Mulliken charge in e.
Atoms and positions in Å:
V (-0.45, 1.82, -0.16)  0.06
P (1.57, 0.16, 2.15)  0.91
P (1.76, 2.69, 0.53)  1.49
P (-1.08, -4.10, -1.05)  1.25
H (0.23, 2.91, -2.81)  0.62
C (-0.57, 2.36, -2.31)  -0.41
C (-1.65, 2.99, -1.61)  -0.40
H (-1.65, 4.06, -1.37)  0.36
C (2.50, -1.05, 1.12)  -0.90
C (2.83, 0.66, 3.42)  -1.37
C (0.64, -1.05, 3.19)  -1.22
C (1.51, 3.99, -0.73)  -1.55
C (2.04, 3.84, 1.94)  -1.30
C (3.40, 2.06, -0.01)  -1.37
C (-2.56, -4.20, -2.04)  -1.27
C (-1.40, -4.15, 0.70)  -1.12
C (0.10, -5.35, -1.58)  -1.24
H (-0.83, 1.45, -2.87)  -0.16
H (-2.65, 2.56, -1.76)  0.36
H (3.05, -1.78, 1.73)  0.51
H (3.21, -0.52, 0.46)  0.36
H (1.77, -1.56, 0.47)  -0.13
H (3.16, -0.20, 4.01)  0.48
H (2.35, 1.38, 4.10)  0.39
H (3.70, 1.15, 2.97)  0.36
H (0.13, -1.79, 2.55)  0.12
H (-0.11, -0.51, 3.79)  0.32
H (1.34, -1.57, 3.87)  0.48
H (2.32, 4.70, -0.54)  0.63
H (0.55, 4.50, -0.59)  0.34
H (1.59, 3.62, -1.76)  0.26
H (2.63, 4.70, 1.59)  0.47
H (2.56, 3.38, 2.79)  0.34
H (1.07, 4.21, 2.28)  0.33
H (3.96, 2.88, -0.48)  0.48
H (3.24, 1.28, -0.77)  0.34
H (4.00, 1.64, 0.80)  0.40
H (-2.88, -5.24, -2.12)  0.45
H (-2.35, -3.80, -3.04)  0.35
H (-3.35, -3.59, -1.59)  0.39
H (-2.22, -4.86, 0.91)  0.44
H (-1.70, -3.16, 1.05)  0.23
H (-0.51, -4.47, 1.25)  0.40
H (-0.40, -6.06, -2.25)  0.42
H (0.51, -5.87, -0.71)  0.40
H (0.92, -4.86, -2.12)  0.41
C (-0.33, -0.72, -2.02)  -0.83
C (0.71, -1.19, -2.89)  -0.09
C (0.42, -1.40, -4.23)  -0.76
C (-0.89, -1.32, -4.71)  -0.57
C (-1.94, -1.08, -3.81)  -0.55
C (-1.68, -0.79, -2.48)  0.11
O (0.02, -0.23, -0.86)  0.15
H (-0.46, -2.88, -1.35)  -0.22
H (1.72, -1.27, -2.50)  0.48
H (1.22, -1.63, -4.94)  0.46
H (-1.13, -1.49, -5.76)  0.43
H (-2.98, -1.05, -4.14)  0.44
H (-2.48, -0.52, -1.79)  0.38
N (-2.66, 2.75, 3.60)  -0.18
C (-2.69, 1.42, 2.94)  -0.53
C (-1.99, 1.63, 1.65)  1.29
O (-2.18, 0.89, 0.63)  -0.52
O (-1.22, 2.67, 1.60)  -0.79
H (-1.92, 2.76, 4.31)  0.36
H (-3.53, 2.92, 4.10)  0.38
H (-2.44, 3.49, 2.91)  0.32
H (-2.13, 0.68, 3.53)  0.17
H (-3.72, 1.09, 2.82)  0.37

ΔE to the lowest compared entry with this formula, charge and spin, kcal/mol: 32.36
Gap between HOMO and LUMO (alpha / beta), eV: 4.6783 / 5.2557
Total charge: +3
Expectation value of S²: 2.23
Spin multiplicity: 3

ORCA calculation (the ωB97M-V functional and the def2-TZVPD basis) on C19H42NOP3SeTc as an isolated structure.

Last column: Mulliken charge in e.
Atoms and positions in Å:
Tc (0.59, -0.25, -0.97)  0.14
P (-0.89, -0.53, 0.96)  0.43
P (1.45, -2.39, -0.79)  1.05
P (-1.32, -0.72, -2.05)  1.30
H (0.03, 4.19, -0.02)  0.51
C (-0.83, 3.53, -0.08)  0.17
C (-2.09, 3.67, 0.60)  -0.37
H (-2.09, 3.47, 1.69)  0.37
C (-0.25, 0.16, 2.54)  -1.03
C (-1.12, -2.27, 1.56)  -1.37
C (-2.64, -0.07, 1.34)  -1.29
C (2.81, -2.55, -2.07)  -1.29
C (2.36, -2.59, 0.83)  -1.05
C (0.49, -3.99, -0.99)  -1.26
C (-2.61, 0.60, -2.33)  -1.16
C (-2.56, -1.99, -1.43)  -1.34
C (-1.04, -1.32, -3.75)  -1.20
H (-0.97, 3.30, -1.13)  0.07
H (-3.03, 3.68, 0.03)  0.35
H (-0.19, 1.25, 2.48)  0.09
H (0.72, -0.27, 2.82)  0.32
H (-0.99, -0.11, 3.31)  0.57
H (-0.17, -2.79, 1.72)  0.43
H (-1.74, -2.83, 0.87)  0.44
H (-1.65, -2.20, 2.51)  0.59
H (-2.78, 1.01, 1.38)  0.23
H (-2.89, -0.49, 2.32)  0.57
H (-3.38, -0.47, 0.65)  0.46
H (3.51, -3.41, -2.00)  0.47
H (3.40, -1.63, -1.98)  0.37
H (2.34, -2.56, -3.07)  0.33
H (2.71, -3.61, 1.06)  0.47
H (1.71, -2.27, 1.65)  0.24
H (3.24, -1.92, 0.80)  0.18
H (1.09, -4.91, -0.92)  0.52
H (0.02, -3.98, -1.98)  0.35
H (-0.29, -4.07, -0.24)  0.33
H (-3.27, 0.31, -3.17)  0.48
H (-2.12, 1.56, -2.58)  0.27
H (-3.24, 0.76, -1.44)  0.31
H (-3.37, -2.17, -2.15)  0.55
H (-3.03, -1.63, -0.51)  0.19
H (-2.03, -2.93, -1.22)  0.32
H (-1.97, -1.55, -4.29)  0.53
H (-0.43, -2.22, -3.70)  0.29
H (-0.48, -0.56, -4.30)  0.38
C (1.91, 2.02, -4.40)  0.07
C (1.49, 3.28, -3.95)  0.23
C (1.64, 4.42, -4.73)  -0.48
C (2.18, 4.33, -6.01)  -0.52
C (2.58, 3.07, -6.51)  -0.53
C (2.43, 1.93, -5.70)  -0.11
Se (1.79, 0.46, -3.10)  0.05
H (-0.58, 2.57, 0.37)  -0.19
H (1.06, 3.34, -2.95)  0.28
H (1.32, 5.39, -4.33)  0.42
H (2.30, 5.21, -6.62)  0.45
H (3.02, 3.02, -7.51)  0.45
H (2.73, 0.96, -6.09)  0.47
C (2.20, 2.76, 1.71)  -0.95
C (2.61, 1.42, 1.24)  0.59
N (3.56, 0.87, 2.01)  -0.26
O (2.19, 0.80, 0.24)  -0.55
H (2.89, 3.12, 2.46)  0.45
H (1.21, 2.71, 2.15)  0.23
H (2.17, 3.48, 0.90)  0.19
H (4.02, -0.01, 1.82)  0.21
H (3.82, 1.31, 2.85)  0.20

ΔE to the lowest compared entry with this formula, charge and spin, kcal/mol: 36.68
Gap between HOMO and LUMO (alpha / beta), eV: 4.4712 / 4.4627
Total charge: +4
Expectation value of S²: 3.80
Spin multiplicity: 4

| no. | maximum force (eV/Å) | E_tot (hartree) |
| --- | --- | --- |
| 1 | 3.93 | -2071.73069 |
| 2 | 4.88 | -2057.58150 |
| 3 | 3.89 | -2996.72497 |
| 4 | 4.32 | -4383.79729 |